Computed, not measured: a single C4H6ClN3O2 molecule at a distorted geometry, with ωB97M-V/def2-TZVPD.

Each line ends with the Löwdin charge.
CARTESIAN COORDINATES (ANGSTROEM)
1 C 0.762832 -0.469257 0.801291  -0.0581
2 C 0.419117 -0.315064 -0.697106  -0.3699
3 C -1.817716 2.136903 0.291779  -0.6142
4 C -0.366857 -1.544020 -1.163141  -0.0463
5 N -0.290447 0.895007 -1.016843  0.0750
6 N -1.221918 1.324984 -0.350754  -0.0651
7 N 1.467241 0.726818 1.302446  -0.4222
8 O 0.984361 1.287293 2.256626  0.0797
9 O 2.467838 1.062291 0.720133  0.0877
10 Cl -3.367833 2.579250 0.630509  0.6757
11 H 1.429459 -1.325379 0.927782  0.1428
12 H 1.351557 -0.238299 -1.265307  0.1383
13 H -0.139107 -0.599568 1.404583  0.1327
14 H 0.231861 -2.444302 -1.044829  0.0823
15 H -0.625888 -1.431562 -2.212213  0.0817
16 H -1.284499 -1.645094 -0.584955  0.0800

Cartesian forces (eV/Å) of the 2 atoms listed first:
C -0.6 -0.5 -0.6
C 0.1 -0.4 0.5

Summary:
LUMO (spin up / spin down) = 0.232 / -1.781 eV
Total charge = 0
HOMO-LUMO gap (spin up / spin down) = 6.76 / 7.79 eV
2S+1 = 3
HOMO energy (spin up / spin down) = -6.5330 / -9.5681 eV

---

Computed, not measured: a 2-piece molecular cluster, C5H6Br2 overall at a distorted geometry, with ωB97M-V/def2-TZVPD.

Each line ends with the Löwdin charge.
CARTESIAN COORDINATES (ANGSTROEM)
1 C 0.684387 -1.537392 0.750487  -0.0307
2 C 0.737884 -0.724281 -0.232672  -0.3155
3 C 0.981250 0.761166 -0.169167  -0.5098
4 Br 1.482795 1.464251 1.682518  0.5443
5 H 0.375624 -2.529647 0.649953  0.0493
6 H 1.039340 -1.191998 1.691973  0.0174
7 H 0.590610 -0.956990 -1.364159  0.1384
8 H -0.196081 0.952337 0.114236  0.0347
9 H 1.632160 1.109954 -0.793972  -0.0080
10 C -1.348790 0.642079 -1.229581  -0.0481
11 C -2.156523 0.536594 -0.335830  -0.6151
12 Br -2.861646 0.814353 1.398020  0.7053
13 H -0.961014 0.659569 -2.161811  0.0378

Cartesian forces (eV/Å) of the 2 atoms listed first:
C 0.3 -1.0 1.5
C 1.5 2.0 -4.3

Summary:
LUMO = 0.195 eV
ΔE to the lowest compared entry with this formula, charge and spin = 115.6 kcal per mole
Total charge = 0
HOMO-LUMO gap = 9.26 eV
2S+1 = 1
HOMO energy = -9.0659 eV

---

Computed, not measured: a single C2H4ClF molecule at a distorted geometry, with ωB97M-V/def2-TZVPD.

Each line ends with the Löwdin charge.
CARTESIAN COORDINATES (ANGSTROEM)
1 C -0.347055 -0.756826 -0.027415  -0.1257
2 C 0.091640 0.657809 -0.110703  -0.7585
3 F 0.046806 1.057712 -1.284335  0.0743
4 Cl 2.002858 0.755926 0.576668  0.3315
5 H -0.538902 -0.867973 1.226412  0.1456
6 H 0.453314 -1.654370 -0.249283  0.1305
7 H -1.299344 -0.491601 -0.678158  0.1205
8 H -0.409317 1.299324 0.546815  0.0818

Cartesian forces (eV/Å) of the 2 atoms listed first:
C -0.3 -1.0 3.2
C 3.5 -2.7 4.1

Summary:
LUMO = 0.875 eV
ΔE to the lowest compared entry with this formula, charge and spin = 46.1 kcal per mole
Total charge = 0
HOMO-LUMO gap = 11.55 eV
2S+1 = 1
HOMO energy = -10.6714 eV

---

Computed, not measured: a 3-piece molecular cluster, C4H12O3 overall at a distorted geometry, with ωB97M-V/def2-TZVPD.

Each line ends with the Löwdin charge.
CARTESIAN COORDINATES (ANGSTROEM)
1 C 1.730716 0.467602 1.405587  -0.0749
2 C 0.581338 -0.375279 0.881050  -0.1380
3 C -0.671921 0.047866 0.740057  -0.4512
4 C -1.809887 -0.884423 0.409228  -0.0251
5 O -1.074097 1.304925 1.205703  0.0202
6 H 1.522881 0.690381 2.455742  0.0787
7 H 2.747237 0.132204 1.195294  0.0732
8 H 1.653818 1.475021 0.964947  0.0709
9 H 0.757910 -1.440723 0.975745  0.1133
10 H -2.135114 -0.671499 -0.620706  0.0817
11 H -1.443844 -1.920412 0.433203  0.0898
12 H -2.585890 -0.719005 1.171474  0.0897
13 H -1.652121 1.691811 0.539720  0.1002
14 O -0.346240 0.757685 -2.062853  -0.0467
15 H 0.171552 1.466550 -2.437021  0.0566
16 H -0.186482 0.886654 -1.108965  0.0163
17 O 1.444931 -1.426169 -1.659868  -0.0673
18 H 0.731235 -0.767680 -1.682183  -0.0141
19 H 1.801700 -1.430461 -2.543375  0.0266

Cartesian forces (eV/Å) of the 2 atoms listed first:
C -1.1 1.4 -0.5
C 0.9 0.2 1.4

Summary:
LUMO = 0.497 eV
ΔE to the lowest compared entry with this formula, charge and spin = 21.7 kcal per mole
Total charge = 0
HOMO-LUMO gap = 9.46 eV
2S+1 = 1
HOMO energy = -8.9679 eV

---

Computed, not measured: a 2-piece molecular cluster, C5H9Cl2PS3 overall at a distorted geometry, with ωB97M-V/def2-TZVPD.

Each line ends with the Löwdin charge.
CARTESIAN COORDINATES (ANGSTROEM)
1 C 0.473759 -0.423643 -0.621127  -0.3190
2 C -0.067978 -0.833839 0.539939  -0.1804
3 C 0.412577 -1.170896 -1.915413  -0.1299
4 C 0.117358 -0.110420 1.885550  -0.3639
5 C 1.493431 -0.105869 2.363142  -1.0788
6 P -1.770418 1.095993 -0.918707  -0.3587
7 S -1.804020 2.278928 0.576470  0.2713
8 S -2.826169 -0.519677 -1.247833  0.2148
9 S -1.001604 2.236820 -2.563626  0.3872
10 Cl 1.505407 0.392995 4.065972  0.5791
11 Cl 2.587527 0.957949 1.362292  0.5761
12 H 0.848816 0.624641 -0.666239  0.0645
13 H -0.595774 -1.738736 0.666190  0.0970
14 H -0.576760 -1.049500 -2.295699  -0.0175
15 H 1.032031 -2.084482 -1.798166  0.0991
16 H 0.930111 -0.643879 -2.741260  0.0767
17 H -0.304259 1.010472 1.651697  0.0261
18 H -0.604305 -0.494001 2.697147  0.1332
19 H 1.925029 -1.100748 2.523704  0.0656
20 H -1.774760 1.677891 -3.564032  -0.1425

Cartesian forces (eV/Å) of the 2 atoms listed first:
C -0.3 1.5 0.1
C 1.3 1.0 1.1

Summary:
LUMO = -1.404 eV
ΔE to the lowest compared entry with this formula, charge and spin = 4.9 kcal per mole
Total charge = 0
HOMO-LUMO gap = 7.90 eV
2S+1 = 1
HOMO energy = -9.2988 eV

---

Computed, not measured: a single C5H8N2 molecule at a distorted geometry, with ωB97M-V/def2-TZVPD.

Each line ends with the Löwdin charge.
CARTESIAN COORDINATES (ANGSTROEM)
1 C -0.762683 -1.966281 -1.232529  0.0030
2 C -0.755915 -0.912503 -0.454017  -0.3147
3 N -1.179894 -0.264267 0.475074  0.0678
4 C -0.884144 1.077430 0.904200  -0.1877
5 C 0.610519 1.462877 0.869825  -0.2352
6 N 1.171510 0.909162 -0.346578  -0.0230
7 C 1.344806 -0.355165 -0.437608  -0.1191
8 H 0.003037 -2.676748 -1.463730  0.0558
9 H -1.638221 -1.885214 -1.819387  0.0505
10 H -1.393557 1.680763 0.021916  0.1558
11 H -1.260520 1.112966 1.979571  0.1274
12 H 0.826159 2.501592 0.799734  0.0907
13 H 1.059222 1.161269 1.827435  0.1114
14 H 1.600024 -0.778552 -1.502795  0.1225
15 H 1.259656 -1.067329 0.378889  0.0947

Cartesian forces (eV/Å) of the 2 atoms listed first:
C -0.1 0.4 -0.7
C -1.0 -1.3 1.0

Summary:
LUMO = 0.563 eV
ΔE to the lowest compared entry with this formula, charge and spin = 95.7 kcal per mole
Total charge = 0
HOMO-LUMO gap = 8.86 eV
2S+1 = 1
HOMO energy = -8.3013 eV